*i*
Density functional theory data (ωB97M-V with the def2-TZVPD basis set) for a molecular structure, C9H20N4P.

Each line ends with the Löwdin charge.
Element x y z (Å)
P1 1.51086 -0.03202 -0.03061  1.092
N1 1.15212 -0.76397 -1.52067  -0.389
N2 -1.39062 0.01034 -0.20870  -0.032
N3 1.18176 1.62545 -0.41127  -0.341
N4 -0.53435 -0.26283 2.11205  -0.145
C1 0.28760 -1.40627 2.53463  -0.076
C2 2.12333 2.67243 -0.48163  -0.125
C3 -0.18040 -0.63641 -2.16623  -0.138
C4 -2.04309 -0.24146 2.16471  -0.125
C5 -1.23882 -1.12665 -1.17169  -0.050
C6 -0.20373 0.29627 0.64619  -0.391
C7 2.24214 -1.46520 -2.20447  -0.120
C8 0.14762 1.78901 0.60046  -0.200
C9 -2.59810 -0.02801 0.69711  -0.034
H1 -0.62525 2.52190 0.40185  0.122
H2 -0.32585 -2.33484 2.39675  0.101
H3 -2.95138 0.96852 0.74429  0.115
H4 0.35476 -1.07546 3.52901  0.080
H5 -0.92442 -2.06360 -0.75361  0.146
H6 3.04188 -1.48374 -1.49648  0.044
H7 -3.37696 -0.76128 0.58135  0.132
H8 1.87733 -2.52048 -2.51601  0.115
H9 0.45620 2.02147 1.64045  0.133
H10 2.51012 -0.91080 -3.11746  0.088
H11 -2.38485 -1.22696 2.81641  0.165
H12 -2.40018 0.52507 2.91563  0.120
H13 1.69569 3.26281 -1.27440  0.090
H14 1.14966 -1.49088 1.98729  -0.001
H15 -2.11442 -1.23686 -1.68960  0.108
H16 -1.56175 0.69333 -0.91096  0.155
H17 -0.22453 0.34805 -2.47368  0.101
H18 2.28594 3.18422 0.43820  0.079
H19 3.10458 2.37193 -0.77527  0.077
H20 -0.04289 -1.22308 -3.00360  0.103

Properties
- HOMO energy (eV) = -11.9
- charge = +1

---

*ii*
Density functional theory data (ωB97M-V with the def2-TZVPD basis set) for a gas-phase ion, C9H20N4P (charge +1).

Each line ends with the Löwdin charge.
Element x y z (Å)
P1 0.56183 0.63853 -1.18515  1.107
N1 -0.87769 -0.48735 1.06362  -0.082
N2 1.19629 -0.98022 -1.23191  -0.391
N3 -0.94150 0.27311 -2.01030  -0.363
N4 0.16827 1.50983 1.40034  -0.283
C1 -1.27191 -0.03063 2.44423  -0.050
C2 -2.00741 0.99475 -1.88050  0.053
C3 2.66680 -0.89474 -1.37480  -0.122
C4 -0.59076 0.87008 0.33673  -0.284
C5 -0.84763 -0.62340 -3.11667  -0.070
C6 0.26226 -1.45081 1.05621  -0.100
C7 0.59732 2.87224 1.17142  -0.108
C8 0.80608 -1.98142 -0.28685  -0.203
C9 -0.45901 1.23932 2.67130  -0.152
H1 -0.22253 -2.17293 1.75062  0.154
H2 -1.45804 -0.98189 0.43939  0.139
H3 1.03763 -0.94381 1.43135  0.088
H4 1.61506 -2.64480 -0.16576  0.099
H5 -0.57229 -0.13322 -3.93974  0.068
H6 1.07388 2.72638 0.17658  0.038
H7 -0.09328 3.76746 1.21824  0.100
H8 -0.21811 -1.44580 -3.04017  0.070
H9 -1.01678 -0.80337 3.01922  0.075
H10 -0.04444 -2.68697 -0.64702  0.147
H11 1.37989 3.23721 1.93322  0.112
H12 2.73155 -0.28464 -2.24089  0.051
H13 -2.96730 0.78245 -2.44918  0.133
H14 3.03347 -2.02271 -1.42855  0.134
H15 0.48068 1.06865 3.32448  0.162
H16 -1.75753 -1.08748 -3.21651  0.081
H17 -1.11865 1.92679 3.04377  0.088
H18 -1.92523 1.97999 -1.34303  0.092
H19 -2.31445 0.31713 2.56358  0.152
H20 3.19356 -0.51369 -0.53549  0.064

Properties
- HOMO energy (alpha / beta) (eV) = -10.0 / -10.0
- charge = +1

---

Stability summary - winner: *i*; margin: 2.613 eV.

---

*i*
Density functional theory data (ωB97M-V with the def2-TZVPD basis set) for 2 unconnected molecules or ions with the total composition C5H15NO.

Each line ends with the Löwdin charge.
Element x y z (Å)
O1 -4.02858 -0.10433 0.65843  -0.106
N1 1.57802 1.72535 1.93180  0.262
C1 0.82185 -0.07880 0.08515  -0.314
C2 -0.36372 -0.42660 -0.83535  -0.185
C3 0.47814 1.24030 1.05806  -0.105
C4 -0.58576 -1.98540 -1.09550  -0.034
C5 2.00250 0.29628 -0.72794  -0.071
H1 -3.68245 -0.67350 -0.12326  0.069
H2 2.06540 -0.21094 -1.63518  0.079
H3 -0.47133 0.90756 1.61958  0.159
H4 -1.64362 -2.10512 -1.40147  0.090
H5 1.01711 -0.91151 0.85773  0.167
H6 -1.38929 -0.01095 -0.59226  0.114
H7 2.37399 1.81625 1.36260  0.093
H8 0.18793 2.11812 0.47489  0.138
H9 -0.02660 0.04020 -1.78922  0.116
H10 2.07951 1.35253 -0.90545  0.091
H11 -4.47172 0.66580 0.25567  0.043
H12 0.02688 -2.37588 -1.81567  0.045
H13 -0.45212 -2.46697 -0.18196  0.052
H14 1.63715 1.10949 2.78342  0.174
H15 2.84672 0.07810 0.01593  0.123

Properties
- 2S+1 = 2
- HOMO energy (alpha / beta) (eV) = -14.3 / -14.3
- ⟨S²⟩ = 0.756
- charge = +1

---

*ii*
Density functional theory data (ωB97M-V with the def2-TZVPD basis set) for 2 unconnected molecules or ions with the total composition C5H15NO.

Each line ends with the Löwdin charge.
Element x y z (Å)
O1 1.58006 -2.35572 -0.92431  -0.053
N1 0.68293 0.73910 -0.25579  0.138
C1 -0.42845 -0.18110 -2.20008  -0.047
C2 0.65090 1.18878 1.08532  -0.155
C3 -1.12094 -0.56997 1.65969  -0.075
C4 -0.34677 0.97250 -1.21071  -0.199
C5 -0.61921 0.86199 1.87328  -0.208
H1 -0.18588 1.98656 -1.61608  0.165
H2 1.96673 -2.60625 -1.76950  0.055
H3 0.76308 2.29549 1.07281  0.169
H4 -0.34851 0.97152 2.92616  0.124
H5 -1.30200 1.09676 -0.69609  0.133
H6 -1.38354 1.61301 1.73722  0.109
H7 1.93578 -3.00751 -0.31230  0.054
H8 -2.05163 -0.72578 2.20685  0.087
H9 1.58792 0.90633 1.56547  0.142
H10 0.39739 -0.11848 -2.92156  0.094
H11 1.53745 0.30007 -0.59851  0.171
H12 -0.43706 -1.24290 2.19102  0.089
H13 -1.33446 -0.17638 -2.79701  0.096
H14 -0.26785 -1.08887 -1.64245  0.049
H15 -1.27594 -0.85915 0.62658  0.061

Properties
- 2S+1 = 2
- HOMO energy (alpha / beta) (eV) = -15.5 / -15.5
- ⟨S²⟩ = 0.754
- charge = +1

---

*iii*
Density functional theory data (ωB97M-V with the def2-TZVPD basis set) for 2 unconnected molecules or ions with the total composition C5H15NO.

Each line ends with the Löwdin charge.
Element x y z (Å)
O1 1.37434 4.39151 -1.03338  -0.035
N1 -0.83345 0.43516 -1.09046  0.341
C1 1.81618 -0.92279 0.09616  -0.030
C2 0.32860 -0.95755 0.55072  -0.370
C3 -0.69043 -0.87864 -0.57440  -0.365
C4 -2.06164 -1.57684 -0.23526  0.023
C5 0.04850 0.01577 1.71996  -0.062
H1 1.02390 3.64396 -0.57223  -0.007
H2 -1.83001 -2.43864 0.39488  0.102
H3 1.35762 4.34999 -1.99378  0.042
H4 1.93073 -1.43118 -0.87992  0.095
H5 0.20910 -0.46070 2.70626  0.099
H6 0.17441 -1.91692 1.06603  0.142
H7 -0.31224 0.61942 -1.94589  0.165
H8 -0.90333 1.27922 -0.51625  0.161
H9 -2.59878 -1.93622 -1.12364  0.098
H10 -1.04834 0.24388 1.80290  0.094
H11 0.58900 0.95026 1.84581  0.079
H12 -2.67541 -0.78463 0.21557  0.091
H13 -0.36830 -1.49991 -1.42163  0.155
H14 2.12950 0.14759 0.01306  0.091
H15 2.34005 -1.27275 0.97549  0.092

Properties
- 2S+1 = 2
- HOMO energy (alpha / beta) (eV) = -14.6 / -14.6
- ⟨S²⟩ = 0.755
- charge = +1

---

Stability summary - winner: *ii*; margin: 1.492 eV.

---

*i*
Density functional theory data (ωB97M-V with the def2-TZVPD basis set) for 7 unconnected molecules or ions with the total composition C28H42O21.

Each line ends with the Löwdin charge.
Element x y z (Å)
O1 -15.47686 0.37915 3.08677  0.083
O2 -12.71010 -2.54089 -7.32529  0.079
O3 -12.40762 -7.00996 -1.85646  0.093
O4 -15.62648 -3.87086 -2.97985  0.104
O5 -18.88643 -0.86381 -3.97340  0.159
O6 -15.22471 -0.64002 1.11534  0.158
O7 -11.00386 -3.84882 -7.81152  0.079
O8 -13.37096 0.72034 -2.21972  0.154
O9 -16.31780 -5.37288 -1.53175  0.152
O10 -18.59269 -2.10679 -2.13689  0.077
O11 -17.24205 -6.36954 1.70398  0.090
O12 -11.75634 -5.02766 -2.71415  0.143
O13 -14.47167 -1.57848 3.03358  0.070
O14 -15.15129 -3.51043 -0.85083  0.038
O15 -15.39253 -5.27302 2.22723  0.078
O16 -13.00880 2.00144 -4.02921  0.077
O17 -18.36380 0.08204 -2.01188  0.088
O18 -13.38635 -6.20002 -3.66929  0.066
O19 -15.37953 -7.50566 2.27834  0.153
O20 -11.47347 1.88465 -2.44975  0.081
O21 -12.04957 -2.76346 -9.46784  0.165
C1 -11.27448 -4.20269 -6.44070  -0.285
C2 -12.47460 -5.97822 -2.72699  -0.566
C3 -16.37947 -4.23579 2.07128  -0.075
C4 -13.27004 -8.06465 -2.28793  -0.291
C5 -18.76796 0.34663 0.33598  -0.023
C6 -17.59394 -4.99828 1.58289  -0.319
C7 -16.26823 0.37336 5.37970  -0.026
C8 -12.65517 1.42495 -2.86786  -0.568
C9 -15.93830 -6.47933 2.05290  -0.572
C10 -18.26564 -1.89833 -0.76936  -0.065
C11 -14.27641 -8.27326 -1.15113  -0.015
C12 -15.14008 -1.69777 -3.92799  0.009
C13 -18.88954 -4.79623 2.39316  -0.007
C14 -14.49709 -2.41630 -1.51551  -0.056
C15 -18.61804 -0.95532 -2.81645  -0.603
C16 -13.90411 -7.51416 -3.60122  -0.069
C17 -15.75706 -4.34209 -1.75104  -0.566
C18 -14.62818 -1.28010 4.41500  -0.088
C19 -15.05875 -0.61595 2.29536  -0.555
C20 -12.61606 4.10526 -5.02598  -0.028
C21 -11.93936 -3.01629 -8.31355  -0.576
C22 -15.08020 0.18819 4.45284  -0.288
C23 -17.95690 -0.37395 -0.71020  -0.291
C24 -14.69718 -2.79903 -2.98811  -0.317
C25 -10.05863 -4.07505 -5.53871  -0.018
C26 -12.32669 -3.12643 -6.10196  -0.105
C27 -10.98982 2.90628 -3.29528  -0.079
C28 -11.94847 2.84376 -4.52395  -0.292
H1 -15.36022 -1.92999 4.90015  0.127
H2 -18.32894 0.19906 1.32961  0.082
H3 -17.05064 -0.36744 5.23057  0.088
H4 -16.89024 -0.17133 -0.63121  0.128
H5 -13.36906 3.87786 -5.77972  0.089
H6 -11.89810 4.76568 -5.51861  0.088
H7 -13.70637 -8.43930 -0.23503  0.089
H8 -14.85214 -7.36344 -0.98631  0.071
H9 -13.22764 -3.45330 -5.57943  0.119
H10 -10.31282 -4.29260 -4.50309  0.067
H11 -13.59957 -8.18864 -4.39846  0.131
H12 -18.73883 1.43977 0.29742  0.089
H13 -15.42212 -2.17835 -4.86725  0.096
H14 -17.33143 -2.38301 -0.49154  0.110
H15 -14.27980 0.91040 4.60897  0.157
H16 -17.78423 -4.74207 0.53739  0.130
H17 -11.46796 2.33276 -5.36124  0.149
H18 -16.51584 -3.84742 3.08493  0.127
H19 -9.26213 -4.76680 -5.81365  0.086
H20 -11.69183 -5.20906 -6.43892  0.151
H21 -19.14133 -2.09942 -0.15891  0.129
H22 -14.87918 -9.16215 -1.33553  0.093
H23 -12.75183 -9.00285 -2.48444  0.146
H24 -18.61226 -4.69097 3.44486  0.082
H25 -11.89680 -2.37900 -5.42552  0.131
H26 -16.68354 1.37922 5.29492  0.087
H27 -14.96111 -1.44567 -1.37632  0.108
H28 -16.00705 -1.14467 -3.56214  0.080
H29 -16.01739 -3.48439 1.37706  0.105
H30 -19.57045 -5.62609 2.23768  0.087
H31 -13.41514 -2.49221 -1.45327  0.144
H32 -13.12038 4.66909 -4.24064  0.091
H33 -14.38129 -0.95328 -4.16142  0.080
H34 -13.78764 -3.27325 -3.37246  0.123
H35 -9.69190 -3.05575 -5.66329  0.092
H36 -9.98605 2.74194 -3.67551  0.132
H37 -11.08389 3.88731 -2.83052  0.133
H38 -19.37967 -3.85264 2.14257  0.075
H39 -13.67906 -1.51224 4.89897  0.138
H40 -15.96632 0.32685 6.42943  0.092
H41 -19.82673 0.08771 0.34302  0.090
H42 -14.98196 -7.47210 -3.46028  0.134

Properties
- SMILES = C[C@H]1COC(=O)O1.C[C@H]1COC(=O)O1.C[C@H]1COC(=O)O1.C[C@H]1COC(=O)O1.C[C@H]1COC(=O)O1.C[C@H]1COC(=O)O1.C[C@H]1COC(=O)O1
- HOMO energy (eV) = -10.7
- charge = 0

---

*ii*
Density functional theory data (ωB97M-V with the def2-TZVPD basis set) for 7 unconnected molecules or ions with the total composition C28H42O21.

Each line ends with the Löwdin charge.
Element x y z (Å)
O1 1.02682 -9.12197 3.21887  0.083
O2 0.62049 -6.99721 0.31327  0.151
O3 0.85990 -1.61952 0.46874  0.019
O4 1.26304 -5.62313 -1.49192  0.067
O5 2.05454 -7.08373 3.39342  0.076
O6 -0.47792 -1.22404 2.25050  0.083
O7 0.06004 -7.30701 4.13020  0.079
O8 -1.44771 3.46688 3.88914  0.108
O9 -2.47702 3.43936 -2.99879  0.110
O10 -1.99637 -1.79571 -2.73536  0.119
O11 0.69484 -3.17965 2.29179  0.109
O12 -3.39723 2.83112 3.42497  0.116
O13 -3.31624 2.63757 -1.15056  0.061
O14 -0.13604 -2.87778 -3.61751  0.101
O15 4.06176 4.78927 0.01839  0.081
O16 2.98500 3.15479 1.25028  0.141
O17 -0.52388 -0.72347 -4.05787  0.089
O18 -1.19014 2.39460 -1.50780  0.225
O19 1.86638 4.33636 -0.42213  0.022
O20 2.31863 -5.57181 0.46130  0.085
O21 -2.38427 1.91589 5.18480  0.117
C1 -0.98820 -1.86215 -3.44874  -0.483
C2 -0.03392 -0.46249 0.18776  -0.049
C3 0.40585 -2.11676 1.70663  -0.421
C4 -2.20560 2.70609 -1.91746  -0.594
C5 -4.40696 3.27151 -1.77374  -0.092
C6 -0.43970 -0.02918 1.58259  -0.342
C7 0.47556 -1.09858 -4.95526  -0.354
C8 -3.69707 4.06236 -2.88362  -0.358
C9 3.74004 5.74380 -0.94287  -0.113
C10 1.28708 6.26142 -1.63865  -0.006
C11 1.27055 -6.08403 -0.17541  -0.479
C12 2.39421 5.21380 -1.41051  -0.335
C13 4.28213 -4.38983 0.09292  0.011
C14 0.76751 -2.55058 -4.60425  -0.122
C15 2.76924 -4.46727 -0.25509  -0.332
C16 1.10446 -7.93165 3.62112  -0.563
C17 1.64939 -0.16564 -4.90038  -0.016
C18 -4.36642 4.56364 2.28637  -0.003
C19 -1.76134 4.21825 2.74865  -0.052
C20 0.46730 0.99581 2.29338  0.010
C21 1.78120 -5.84288 3.95799  -0.074
C22 -3.14107 3.66516 2.38543  -0.330
C23 0.23556 -5.93850 4.20819  -0.257
C24 -4.36611 4.06825 -4.26276  -0.015
C25 -0.30501 -5.61209 5.68921  -0.005
C26 -2.41980 2.73776 4.26340  -0.628
C27 3.02887 3.99307 0.36971  -0.437
C28 2.28082 -4.67426 -1.63653  -0.131
H1 0.50805 -3.02390 -5.55121  0.138
H2 -4.28002 5.43522 2.93521  0.089
H3 -3.91632 4.95689 -4.70557  0.080
H4 -5.42822 4.30634 -4.20497  0.088
H5 -0.86767 -0.89641 -0.36422  0.125
H6 0.43545 0.30521 -0.42740  0.132
H7 0.56664 6.25032 -0.82076  0.085
H8 -0.29106 -5.31476 3.48588  0.136
H9 1.46537 0.58450 2.44418  0.091
H10 0.11855 -1.10395 -5.98512  0.147
H11 1.95899 -3.72205 -2.05822  0.122
H12 -1.34102 -5.86546 5.91413  0.073
H13 1.49937 0.76117 -4.34667  0.091
H14 -5.11791 2.64863 -2.31656  0.135
H15 -1.49457 0.23106 1.49528  0.157
H16 4.79265 -4.06210 -0.81266  0.072
H17 2.55320 -0.67141 -4.56063  0.077
H18 0.28767 -6.23612 6.35812  0.073
H19 1.65308 7.28259 -1.74523  0.078
H20 4.82393 -5.29307 0.37349  0.090
H21 0.19209 1.32965 3.29383  0.081
H22 2.12610 -5.14516 3.19489  0.113
H23 1.83486 -2.67157 -4.41924  0.130
H24 -3.16096 3.10638 1.44977  0.140
H25 -4.90089 3.98789 -1.11728  0.126
H26 4.56149 5.83424 -1.65360  0.139
H27 2.42031 -5.81167 4.84040  0.135
H28 -5.27199 4.02083 2.55726  0.093
H29 3.62124 6.80699 -0.73405  0.126
H30 2.95457 -5.20826 -2.30661  0.141
H31 -1.05977 3.96968 1.95234  0.129
H32 2.00927 0.15680 -5.87742  0.082
H33 -4.57255 4.83139 1.25007  0.065
H34 2.25507 -3.55383 0.04385  0.125
H35 -0.16051 -4.59396 6.05062  0.070
H36 0.75342 1.93471 1.81932  0.062
H37 0.75709 5.89565 -2.51809  0.079
H38 -1.64946 5.28378 2.94918  0.138
H39 -4.15661 3.22213 -4.91719  0.094
H40 2.49606 4.43373 -2.16499  0.154
H41 4.44026 -3.61701 0.84515  0.079
H42 -3.68849 5.09906 -2.54705  0.149

Properties
- SMILES = C[C@H]1COC(=O)O1.C[C@H]1COC(=O)O1.C[C@H]1COC(=O)O1.C[C@H]1COC(=O)O1.C[C@H]1COC(=O)O1.C[C@H]1COC(=O)O1.C[C@H]1COC(=O)O1
- HOMO energy (eV) = -9.4
- charge = 0

---

Stability summary - winner: *i*; margin: 4.986 eV.